Here is an isolated molecule of C22H31N5O3S from OMol25. Energies are from ωB97M-V with the def2-TZVPD basis set.

Each atom is followed by the atoms it is bonded to, with distances in Å.
Cartesian coordinates (Å):
1 C -2.57 -2.95 -1.17  H2 1.087, H3 1.087, H4 1.086, C5 1.528
2 H -1.71 -2.96 -1.83  C1 1.087
3 H -3.14 -3.86 -1.34  C1 1.087
4 H -2.23 -2.93 -0.14  C1 1.086
5 C -3.41 -1.71 -1.46  C1 1.528, N6 1.445, H61 1.096, H62 1.094
6 N -4.45 -1.41 -0.49  C5 1.445, S7 1.671, C54 1.449
7 S -3.91 -0.69 0.92  N6 1.671, O8 1.440, O9 1.434, C10 1.795
8 O -2.82 -1.41 1.52  S7 1.440
9 O -5.07 -0.45 1.74  S7 1.434
10 C -3.26 0.87 0.30  S7 1.795, C11 1.379, C15 1.390
11 C -1.92 1.10 0.53  C10 1.379, C12 1.393, H53 1.079
12 C -1.33 2.29 0.09  C11 1.393, C13 1.393, N22 1.391
13 C -2.12 3.22 -0.57  C12 1.393, C14 1.382, H21 1.078
14 C -3.46 2.97 -0.78  C13 1.382, C15 1.392, H20 1.080
15 C -4.06 1.79 -0.35  C10 1.390, C14 1.392, C16 1.493
16 C -5.51 1.51 -0.59  C15 1.493, H17 1.089, H18 1.087, H19 1.087
17 H -5.63 0.79 -1.40  C16 1.089
18 H -6.04 2.43 -0.86  C16 1.087
19 H -5.96 1.09 0.31  C16 1.087
20 H -4.06 3.70 -1.30  C14 1.080
21 H -1.68 4.14 -0.92  C13 1.078
22 N 0.03 2.48 0.34  C12 1.391, C23 1.358, H52 1.017
23 C 0.86 3.46 -0.08  N22 1.358, O24 1.210, C25 1.531
24 O 0.54 4.42 -0.75  C23 1.210
25 C 2.28 3.24 0.42  C23 1.531, N26 1.450, H50 1.095, H51 1.101
26 N 2.54 1.84 0.68  C25 1.450, C27 1.458, C42 1.453
27 C 2.76 1.09 -0.55  N26 1.458, C28 1.530, H48 1.103, H49 1.092
28 C 2.84 -0.40 -0.24  C27 1.530, N29 1.448, H46 1.094, H47 1.089
29 N 3.89 -0.66 0.72  C28 1.448, C30 1.370, C40 1.443
30 C 5.13 -1.01 0.25  N29 1.370, N31 1.337, C35 1.406
31 N 5.21 -1.29 -1.05  C30 1.337, C32 1.320
32 C 6.36 -1.70 -1.56  N31 1.320, C33 1.382, H39 1.083
33 C 7.52 -1.85 -0.82  C32 1.382, C34 1.390, H38 1.078
34 C 7.45 -1.56 0.54  C33 1.390, C35 1.377, H37 1.081
35 C 6.26 -1.14 1.09  C30 1.406, C34 1.377, H36 1.078
36 H 6.20 -0.93 2.15  C35 1.078
37 H 8.32 -1.67 1.17  C34 1.081
38 H 8.44 -2.18 -1.27  C33 1.078
39 H 6.34 -1.91 -2.62  C32 1.083
40 C 3.68 0.09 1.93  N29 1.443, H41 1.095, C42 1.534, H45 1.088
41 H 2.72 -0.22 2.35  C40 1.095
42 C 3.62 1.59 1.62  N26 1.453, C40 1.534, H43 1.104, H44 1.093
43 H 4.60 1.92 1.21  C42 1.104
44 H 3.43 2.15 2.53  C42 1.093
45 H 4.46 -0.10 2.66  C40 1.088
46 H 1.89 -0.74 0.20  C28 1.094
47 H 3.05 -0.97 -1.14  C28 1.089
48 H 3.71 1.40 -1.04  C27 1.103
49 H 1.94 1.29 -1.24  C27 1.092
50 H 2.38 3.80 1.36  C25 1.095
51 H 2.98 3.69 -0.30  C25 1.101
52 H 0.50 1.74 0.86  N22 1.017
53 H -1.35 0.35 1.05  C11 1.079
54 C -5.61 -2.26 -0.38  N6 1.449, C55 1.527, H59 1.093, H60 1.094
55 C -5.45 -3.45 0.57  C54 1.527, H56 1.086, H57 1.088, H58 1.087
56 H -4.71 -4.16 0.20  C55 1.086
57 H -6.40 -3.96 0.68  C55 1.088
58 H -5.13 -3.08 1.54  C55 1.087
59 H -6.41 -1.62 0.01  C54 1.093
60 H -5.88 -2.60 -1.38  C54 1.094
61 H -3.89 -1.79 -2.44  C5 1.096
62 H -2.76 -0.83 -1.47  C5 1.094

HOMO energy: -8.08 eV
DFT total energy: -1754.6248 Ha
frontier orbital gap: 8.70 eV
SMILES: CCN(CC)S(=O)(=O)c1cc(NC(=O)CN2CCN(c3ccccn3)CC2)ccc1C
ΔE to the lowest compared entry with this formula, charge and spin: 53.3 kcal/mol